Below is a molecular structure, C28H27CaF5N5O5PS3Se at a distorted geometry, with properties calculated with ωB97M-V/def2-TZVPD.

The value obtained for the gap between HOMO and LUMO is 5.79 eV. Its highest occupied orbital energy is -2.02 eV.

ORCA input file:
```
! RIJCOSX wB97M-V def2-TZVPD def2/J DEFGRID3
* xyz -2 1
Ca -0.898 2.067 -0.657
C 3.687 1.577 -2.482
C 2.302 1.996 -2.177
N 1.578 1.399 -1.302
N 2.215 0.322 -0.704
C 1.639 -0.179 0.328
S 0.089 0.096 1.084
S 2.721 -1.504 0.921
C 1.796 -2.238 2.284
C 2.239 -1.640 3.617
C 2.646 -2.385 4.666
C 3.149 -1.870 5.841
C 3.073 -0.437 6.067
C 2.622 0.398 4.984
C 2.250 -0.195 3.771
C 1.679 3.141 -2.885
C 2.446 4.175 -3.439
C 1.813 5.217 -4.058
C 0.478 5.227 -4.387
C -0.274 4.084 -4.032
C 0.261 3.041 -3.221
O -0.551 2.094 -2.850
H 3.986 0.597 -2.136
H 4.407 2.185 -2.051
H 3.786 1.664 -3.631
H 1.872 -3.349 2.185
H 0.814 -2.030 2.195
H 2.630 -3.358 4.508
H 3.583 -2.522 6.629
H 3.161 -0.025 7.073
H 2.486 1.254 5.215
H 1.847 0.326 3.013
H 3.598 4.200 -3.287
H 2.396 6.152 -4.253
H -0.065 6.058 -4.793
H -1.323 4.158 -4.272
F -2.968 9.336 -2.520
C -2.196 8.333 -2.076
C -0.882 8.550 -1.646
F -0.393 9.805 -1.837
C -0.103 7.522 -1.137
F 1.141 7.725 -0.765
C -0.683 6.247 -0.997
Se 0.396 4.842 -0.218
C -2.008 6.055 -1.454
F -2.370 4.772 -1.423
C -2.763 7.113 -1.956
F -4.000 6.905 -2.491
C -0.671 -5.893 -1.090
N -0.095 -6.384 0.152
C -0.142 -5.363 1.225
N -1.483 -4.840 1.382
C -1.935 -4.280 0.101
N -1.999 -5.372 -0.880
C -3.087 -6.330 -0.682
P -2.699 -7.409 0.814
C -0.822 -7.616 0.552
C -2.381 -5.851 1.855
H -0.680 -6.636 -1.843
H -0.093 -5.163 -1.448
H -2.246 -0.685 0.996
H 0.563 -4.575 0.948
H 0.239 -5.884 2.023
H -1.209 -3.547 -0.082
H -2.966 -3.918 0.140
H -3.226 -6.929 -1.588
H -4.046 -5.879 -0.505
H -0.661 -8.418 -0.191
H -0.385 -7.993 1.543
H -2.121 -6.251 2.809
H -3.361 -5.461 2.020
O -5.040 0.806 0.729
S -3.641 0.837 0.484
O -3.116 1.072 -0.868
O -2.812 1.686 1.379
O -3.195 -0.625 0.781
*
```



Below is 2 unconnected molecules or ions with the total composition C4H15N2O at a distorted geometry, with properties calculated with ωB97M-V/def2-TZVPD.

The value obtained for the gap between HOMO and LUMO is 11.02 eV. Its highest occupied orbital energy is -13.87 eV.

ORCA input file:
```
! RIJCOSX wB97M-V def2-TZVPD def2/J DEFGRID3
* xyz 1 1
C 1.459 2.162 0.925
C 0.608 0.950 0.502
C 0.900 0.537 -0.905
C 0.307 -0.816 -1.268
N -1.134 -0.980 -0.737
N -0.851 1.253 0.528
H 2.466 1.981 0.566
H 1.454 2.264 2.006
H 1.163 3.172 0.628
H 0.794 0.263 1.334
H 1.965 0.503 -1.129
H 0.476 1.281 -1.577
H 0.351 -1.007 -2.339
H 0.852 -1.670 -0.889
H -1.733 -1.009 -1.571
H -1.350 -0.116 -0.168
H -1.174 -1.959 -0.410
H -1.109 1.947 -0.149
H -1.171 1.528 1.434
H -1.450 -4.092 0.621
H -1.676 -2.964 1.692
O -1.147 -3.229 0.907
*
```



Below is a molecular structure, C16H31AlBr3ClF2NO23S2 at a distorted geometry, with properties calculated with ωB97M-V/def2-TZVPD.

The value obtained for the gap between HOMO and LUMO is 1.13 eV. Its highest occupied orbital energy is -11.74 eV.

ORCA input file:
```
! RIJCOSX wB97M-V def2-TZVPD def2/J DEFGRID3
* xyz 1 1
Al -2.086 -4.411 4.971
N -0.347 -1.004 2.240
S -0.444 -0.408 0.862
O 0.770 -0.240 -0.005
O -1.503 0.606 0.687
F -1.074 -1.736 0.376
S 0.795 0.262 2.597
O 0.395 1.695 2.638
O 2.239 -0.045 2.343
F 0.749 -0.209 4.161
Cl -2.067 0.338 9.274
O -1.035 -0.668 9.267
O -3.057 -0.106 10.292
O -1.474 1.611 9.532
O -2.689 0.332 8.013
C -1.634 7.407 3.932
Br -0.443 8.896 4.174
Br -3.105 7.891 2.715
Br -2.403 7.039 5.702
H -1.060 6.518 3.672
C -1.945 -3.605 -5.728
O -3.312 -3.934 -5.772
C -3.822 -4.900 -4.899
O -5.029 -5.246 -4.985
O -2.879 -5.574 -4.260
C -3.153 -6.194 -3.031
H -1.684 -3.328 -4.706
H -1.679 -2.680 -6.240
H -1.355 -4.418 -6.151
H -2.520 -5.591 -2.380
H -2.847 -7.238 -2.977
H -4.206 -6.015 -2.814
C 1.000 -8.874 0.184
O 1.961 -7.944 -0.024
C 1.898 -6.724 0.596
O 0.977 -6.231 1.278
O 3.133 -6.203 0.500
C 3.274 -4.874 1.024
H 1.659 -9.726 0.355
H 0.378 -9.048 -0.694
H 0.426 -8.847 1.110
H 4.327 -4.591 1.050
H 2.906 -4.829 2.048
H 2.704 -4.100 0.510
C 4.517 9.268 0.066
O 3.353 8.567 0.129
C 3.041 7.673 -0.837
O 3.751 7.402 -1.794
O 1.941 7.018 -0.539
C 1.514 5.980 -1.406
H 5.285 8.884 -0.606
H 5.037 9.244 1.023
H 4.379 10.315 -0.202
H 0.485 5.807 -1.093
H 2.066 5.051 -1.263
H 1.747 6.313 -2.418
C -6.724 -1.044 0.200
O -7.201 -0.193 1.238
C -6.659 -0.422 2.455
O -5.882 -1.284 2.763
O -7.283 0.354 3.408
C -7.691 1.739 3.144
H -7.622 -1.521 -0.193
H -6.039 -1.776 0.627
H -6.321 -0.380 -0.565
H -8.618 1.823 2.578
H -6.943 2.335 2.622
H -7.760 2.277 4.089
C 5.775 1.441 -2.299
O 5.604 1.483 -3.695
C 6.425 0.911 -4.552
O 7.530 0.408 -4.271
O 6.014 1.146 -5.701
C 6.814 1.009 -6.837
H 5.967 0.374 -2.186
H 4.843 1.752 -1.826
H 6.660 2.029 -2.058
H 7.795 1.474 -6.735
H 6.424 1.532 -7.711
H 7.040 -0.046 -6.991
*
```